No. 1
Molecular formula: C25H46ClN4O11P2
Method: DFT, ωB97M-V with the def2-TZVPD basis set

Output
Energy = -86253.9755 eV
Largest force on an atom = 2.0 eV/A
Orbital gap = 0.286 Ha
Charge = -1
Multiplicity = 1
LUMO energy = 2.238 eV

The geometry in XYZ format:
```
89
Properties=species:S:1:pos:R:3:forces:R:3
C -2.221 -6.318 1.738 -0.21 -0.33 0.19
C -3.035 -5.060 1.650 0.09 0.13 0.44
O -4.117 -5.017 1.122 -0.20 -0.08 -0.49
N -2.395 -3.912 2.190 0.10 0.36 -0.37
C -2.538 -2.681 1.370 -0.05 -0.17 0.19
C -1.237 -1.861 1.329 0.14 -0.22 0.01
C -0.854 -1.444 -0.105 -0.68 0.03 -0.11
C -0.347 -0.008 -0.263 -0.01 0.14 0.24
N 0.983 0.348 0.299 -0.14 -0.29 -0.89
P 2.041 -0.981 0.371 -0.12 -0.02 0.17
O 1.809 -1.885 1.527 -0.07 -0.04 0.01
C 1.475 1.689 -0.146 -0.03 0.34 0.35
C 0.267 2.656 -0.077 0.08 -0.05 0.16
C -0.556 2.599 1.179 -0.10 0.15 0.28
N -1.437 3.481 1.419 0.04 0.00 -0.04
C 1.948 1.771 -1.620 -0.09 0.33 -0.33
C 3.208 1.039 -2.123 0.17 0.04 0.03
C 3.039 -0.107 -3.164 0.17 -0.05 -0.20
C 3.910 -1.324 -2.788 0.02 -0.07 -0.10
C 1.595 -0.485 -3.510 -0.06 0.15 -0.16
C 2.648 2.195 0.873 -0.48 -0.20 0.06
C 2.317 3.273 1.932 0.14 -0.17 0.11
C 1.990 4.751 1.610 -0.21 0.19 0.22
C 2.525 5.436 0.369 -0.05 -0.25 0.41
O 1.972 5.444 -0.699 -0.12 -0.02 -0.44
O 3.640 6.135 0.603 -0.08 0.49 -0.05
O 3.679 2.718 -0.018 0.39 -0.21 -0.09
C 4.726 3.328 0.440 -1.73 -0.95 -0.12
N 5.598 3.938 0.840 1.47 0.92 0.37
O 2.980 1.052 1.580 0.15 0.34 0.43
C 4.206 0.451 2.009 0.32 0.12 0.13
C 5.398 0.392 0.982 -0.59 0.11 0.58
O 6.444 0.893 1.375 0.72 0.08 0.24
O 5.108 -0.213 -0.063 0.54 -0.08 -0.63
P 4.787 0.719 3.739 -0.23 0.10 -0.13
O 3.282 0.978 4.396 -0.02 -0.01 0.24
Cl 5.407 2.693 3.860 0.19 0.29 -0.03
H -2.878 -7.190 1.705 0.12 0.08 -0.05
H -1.603 -6.332 2.636 -0.01 0.05 -0.05
H -1.547 -6.348 0.876 -0.03 0.07 0.08
H -2.705 -3.768 3.145 0.33 -0.10 0.07
H -3.370 -2.067 1.736 -0.03 -0.07 -0.19
H -2.794 -3.025 0.364 -0.04 0.16 0.10
H -1.325 -0.962 1.950 0.00 -0.09 0.00
H -0.445 -2.472 1.763 0.02 0.23 -0.03
H -0.249 -2.211 -0.593 0.18 0.11 0.13
H -1.783 -1.422 -0.698 0.12 -0.02 0.06
H -1.114 0.574 0.258 0.07 0.10 -0.08
H -0.430 0.281 -1.319 0.17 -0.13 0.02
H 1.836 -1.633 -0.855 -0.18 -0.15 -0.09
H 3.336 -0.495 0.241 -0.24 -0.39 -0.60
H -0.408 2.468 -0.918 0.10 -0.09 0.06
H 0.601 3.676 -0.240 0.09 0.12 -0.01
H -0.371 1.772 1.875 0.10 -0.03 -0.14
H -1.914 3.279 2.297 0.04 0.01 -0.03
H 2.088 2.842 -1.801 -0.06 -0.10 0.02
H 1.086 1.516 -2.245 0.03 -0.07 0.19
H 3.846 1.802 -2.585 -0.08 -0.07 0.06
H 3.823 0.685 -1.290 -0.27 -0.04 -0.28
H 3.458 0.251 -4.114 -0.11 0.07 0.11
H 4.019 -1.455 -1.711 -0.11 -0.06 -0.16
H 3.519 -2.243 -3.242 0.02 0.07 0.09
H 4.927 -1.191 -3.169 -0.06 0.04 0.10
H 1.106 0.323 -4.069 0.05 -0.05 0.09
H 1.587 -1.360 -4.169 -0.04 0.02 0.19
H 0.968 -0.676 -2.637 0.11 -0.22 -0.05
H 1.492 2.859 2.518 0.03 0.06 -0.08
H 3.161 3.237 2.629 0.03 0.08 -0.29
H 2.329 5.359 2.456 0.06 -0.23 -0.06
H 0.905 4.890 1.569 0.07 -0.12 -0.16
H 3.822 6.652 -0.201 0.11 -0.28 0.10
H 3.907 -0.609 2.102 -0.04 0.12 0.18
H 3.290 1.796 4.908 -0.04 -0.15 0.02
C -4.831 -0.255 -1.077 0.03 -0.02 0.02
O -4.798 -1.557 -1.626 -0.07 0.04 -0.01
C -5.437 -2.538 -0.818 0.20 0.01 -0.07
C -6.814 -2.885 -1.330 -0.10 0.00 0.04
O -7.715 -1.791 -1.236 0.02 0.02 -0.01
C -7.912 -1.111 -2.458 0.02 0.01 0.02
H -4.487 0.432 -1.848 0.02 -0.01 0.00
H -5.840 0.029 -0.768 0.00 0.01 0.00
H -4.160 -0.175 -0.213 -0.02 0.00 0.01
H -5.496 -2.202 0.221 -0.01 0.00 0.01
H -4.812 -3.434 -0.838 -0.06 -0.04 0.05
H -7.219 -3.698 -0.720 0.02 -0.01 -0.01
H -6.747 -3.235 -2.365 0.00 0.00 -0.01
H -8.509 -1.714 -3.153 0.02 -0.01 -0.01
H -6.962 -0.856 -2.935 0.00 0.01 -0.01
H -8.456 -0.194 -2.235 -0.02 -0.01 0.00
```
Positions in Å, forces in eV/Å.

Quick look at the Mulliken charges, all values in e: C -1.17; C 0.65; O -0.54; N -0.26; C -0.45; C -0.48; C -1.11; C -1.14; N 1.15; P 1.06; O -0.92; C 1.56; C -1.95; C -0.37; N -0.98; C -2.34; C -0.48; C 0.48; C -1.39; C -1.70; C 1.53; C -1.26; C -1.22; C 0.58; O -0.60; O -0.40; O -0.30; C 0.64; N -0.65; O -0.35; C 0.15; C 0.43; O -0.70; O -0.56; P -0.05; O -0.45; Cl -0.25; H 0.36; H 0.36; H 0.24; H 0.29; H 0.25; H 0.22; H 0.16; H 0.43; H 0.52; H 0.58; H 0.52; H 0.02; H -0.02; H -0.47; H 0.74; H 0.62; H 0.63; H 0.27; H 0.46; H 0.96; H 0.40; H -0.06; H 0.41; H 0.19; H 0.33; H 0.41; H 0.34; H 0.52; H 0.30; H 0.61; H 0.23; H 0.45; H 0.47; H 0.36; H 0.45; H 0.28; C -0.71; O -0.40; C 0.00; C -0.75; O -0.39; C -0.67; H 0.25; H 0.38; H 0.26; H 0.26; H 0.21; H 0.38; H 0.36; H 0.32; H 0.29; H 0.24

***

No. 2
Molecular formula: C25H46F3N6O5PS
Method: DFT, ωB97M-V with the def2-TZVPD basis set

Output
Energy = -74106.8576 eV
Largest force on an atom = 7.0 eV/A
Orbital gap = 0.142 Ha
Multiplicity = 1
LUMO energy = -2.175 eV

The geometry in XYZ format:
```
87
Properties=species:S:1:pos:R:3:forces:R:3
C 2.759 -0.847 5.474 -0.81 0.67 -0.94
C 1.591 -0.766 4.300 0.76 0.14 -0.65
C 1.797 -1.943 3.153 -0.96 0.51 -0.38
C 0.371 -2.119 2.304 1.19 0.52 -0.75
C 0.356 -0.887 1.202 -0.75 0.57 0.37
C -1.181 -0.261 1.096 -0.18 -1.49 1.12
N -1.671 -0.139 -0.350 -0.26 3.02 -1.65
C -2.128 -1.476 -0.971 0.38 -1.78 -0.02
C -3.703 -1.836 -0.615 0.20 0.57 1.27
C -4.679 -0.535 -0.440 -1.43 -1.26 0.10
C -5.944 -1.041 0.531 -1.06 0.05 -0.79
N -6.266 -0.036 1.629 2.72 -2.26 0.67
C -5.329 -0.149 2.810 0.42 5.79 2.09
N -5.063 1.026 3.518 -1.26 -4.45 -2.98
N -4.688 -1.411 3.342 -0.44 1.43 0.20
C -1.743 1.077 -1.042 0.04 -2.34 0.87
N -2.305 0.995 -2.443 -0.43 0.71 2.34
S -1.099 0.725 -3.668 0.88 0.01 -1.15
N -1.332 2.334 -0.330 -1.31 -1.92 -2.30
C 0.145 2.559 -0.237 2.73 1.32 0.03
C 0.961 2.679 -1.647 2.51 -0.71 -3.71
C 1.934 1.376 -2.038 0.14 2.30 -1.97
C 2.881 1.287 -3.372 -2.59 3.43 1.35
C 2.889 2.562 -4.402 -1.84 -0.67 3.05
C 3.896 2.450 -5.712 0.06 -0.31 -0.02
C 1.916 3.840 -4.058 0.24 -2.36 1.75
C 0.948 3.936 -2.698 2.47 -3.58 -0.49
C -2.131 3.552 -0.703 1.13 1.63 -0.10
P -2.539 4.447 0.980 -5.73 -2.24 3.35
O -4.057 4.031 1.327 5.54 1.90 -1.58
O -1.568 3.687 2.253 -1.70 0.75 -2.04
O -2.349 6.176 0.897 2.52 -3.95 -0.21
H 3.750 -0.387 5.025 -1.94 -1.28 0.98
H 2.871 -1.971 5.778 -0.01 2.34 -0.31
H 2.424 -0.139 6.349 0.74 -1.65 -1.48
H 1.730 0.270 3.738 -0.40 -2.03 1.24
H 0.499 -0.773 4.726 2.10 -0.18 -0.59
H 2.113 -2.982 3.592 -0.49 2.13 -0.71
H 2.578 -1.533 2.377 -1.40 -1.25 1.85
H -0.534 -2.013 3.038 1.61 -0.37 -1.40
H 0.347 -3.128 1.675 -0.04 2.04 1.64
H 1.018 -0.020 1.650 -1.14 -1.82 -1.24
H 0.736 -1.233 0.124 -0.85 0.85 2.60
H -1.343 0.702 1.738 0.39 -1.59 -1.73
H -1.880 -1.096 1.585 1.25 1.89 -1.29
H -1.486 -2.315 -0.413 -1.22 2.05 -1.26
H -1.855 -1.577 -2.103 -0.60 0.70 2.22
H -3.667 -2.372 0.451 -0.12 1.15 -2.31
H -4.187 -2.607 -1.355 1.26 1.61 1.25
H -4.210 0.378 0.121 -0.61 -1.73 -1.25
H -5.169 -0.240 -1.486 1.39 -0.35 2.28
H -5.752 -2.086 1.022 -0.21 2.15 -0.91
H -6.943 -1.137 -0.115 2.27 0.15 1.28
H -6.273 0.929 1.223 0.22 -1.12 0.96
H -5.577 1.833 3.086 0.57 -0.93 0.22
H -3.665 -1.196 3.544 -1.84 0.01 -0.51
H -5.083 -1.579 4.316 0.40 0.39 -1.76
H -2.973 1.761 -2.669 1.13 -0.55 0.46
H -1.704 0.193 -4.852 -0.29 0.31 2.00
H 0.302 3.597 0.332 -0.57 -2.30 -1.11
H 0.734 1.765 0.429 -1.72 1.52 -1.55
H 1.963 0.456 -1.283 0.00 2.21 -1.76
H 3.556 0.319 -3.520 -1.55 2.37 0.35
H 4.899 3.078 -5.581 -2.41 -1.14 -0.15
H 3.357 2.752 -6.719 1.04 -0.37 2.23
H 4.267 1.328 -5.882 -1.05 2.40 0.72
H 1.943 4.741 -4.841 -0.19 -2.15 2.07
H 0.288 4.889 -2.471 1.66 -2.10 -0.71
H -3.174 3.349 -1.192 2.10 0.35 1.13
H -1.498 4.357 -1.311 -1.39 -2.05 0.77
H -2.077 2.889 2.639 0.56 2.03 -1.09
H -1.355 6.316 0.716 -1.95 0.14 0.41
C 4.994 -5.074 -0.630 0.08 -0.03 0.51
C 5.428 -4.207 -1.796 -0.09 0.02 -0.37
O 4.448 -3.250 -2.186 -0.84 -0.71 0.35
C 4.329 -2.011 -1.433 3.12 0.80 0.01
O 5.511 -1.412 -1.323 -1.87 -0.20 0.55
C 3.573 -2.176 -0.056 0.96 -1.05 -0.56
F 2.545 -3.066 -0.169 -0.26 0.16 0.33
F 2.995 -1.006 0.342 0.39 0.03 -0.21
F 4.339 -2.602 0.977 -0.51 0.49 -0.34
H 3.937 -5.348 -0.709 0.15 -0.01 -0.10
H 5.595 -5.987 -0.591 -0.03 0.00 -0.07
H 5.139 -4.559 0.321 -0.06 -0.11 -0.09
H 5.550 -4.865 -2.664 -0.12 0.19 -0.10
H 6.412 -3.759 -1.621 -0.25 0.28 0.13
H 3.568 -1.488 -2.031 -0.55 0.25 -0.39
```
Positions in Å, forces in eV/Å.

Quick look at the Mulliken charges, all values in e: C -0.99; C -0.28; C -0.31; C -0.46; C 0.46; C -0.31; N 0.96; C -0.78; C -0.71; C 0.25; C -0.80; N -0.40; C 0.47; N -0.69; N -0.52; C -1.19; N -0.17; S -0.12; N 1.08; C -0.24; C 0.44; C 0.01; C -0.35; C 0.52; C -0.99; C -0.54; C -0.49; C -0.35; P 0.86; O -0.66; O -0.54; O -0.49; H 0.25; H 0.28; H 0.31; H 0.14; H 0.24; H 0.43; H -0.10; H 0.21; H 0.23; H -0.04; H 0.06; H -0.29; H 0.16; H 0.25; H 0.41; H 0.32; H 0.32; H -0.11; H 0.27; H 0.37; H 0.29; H 0.33; H 0.24; H 0.22; H 0.34; H 0.38; H 0.17; H 0.47; H -0.25; H -0.14; H 0.23; H 0.26; H 0.29; H 0.30; H 0.24; H 0.16; H 0.41; H -0.01; H 0.34; H 0.38; C -0.92; C -0.32; O -0.44; C 0.87; O -0.90; C 0.63; F -0.37; F -0.30; F -0.30; H 0.19; H 0.42; H 0.17; H 0.30; H 0.27; H -0.29

***

No. 3
Molecular formula: C25H47AsO6P2PdS2Si3
Method: DFT, ωB97M-V with the def2-TZVPD basis set

Output
Energy = -167177.9169 eV
Largest force on an atom = 0.7 eV/A
Energy above the lowest of the compared OMol25 structures with the same formula, charge and spin = 22.0 kcal per mole
Orbital gap = 0.188 Ha
Charge = -2
Multiplicity = 1
LUMO energy = 4.531 eV

The geometry in XYZ format:
```
87
Properties=species:S:1:pos:R:3:forces:R:3
Pd 0.198 0.578 -0.054 0.60 -0.27 0.30
C 4.383 0.970 1.332 0.00 -0.07 -0.10
P 2.749 1.138 0.443 -0.54 0.21 0.00
C 3.356 1.865 -1.143 0.13 0.00 -0.01
C 2.205 2.671 1.338 0.11 -0.01 -0.02
C 2.801 3.898 1.050 0.01 0.03 -0.03
C 2.358 5.074 1.628 0.01 0.03 -0.01
C 1.300 5.038 2.525 -0.03 -0.01 0.02
C 0.720 3.822 2.840 0.01 -0.02 0.01
C 1.159 2.629 2.265 -0.04 0.01 0.07
P 0.354 1.024 2.714 0.02 0.03 0.08
C 0.454 1.222 4.580 -0.02 -0.01 -0.02
C -1.427 1.447 2.536 -0.02 -0.02 -0.04
H 4.923 1.922 1.356 0.02 0.01 0.00
H 4.997 0.221 0.826 0.00 -0.02 -0.02
H 4.213 0.631 2.355 -0.04 0.00 0.03
H 4.396 2.202 -1.074 -0.02 0.03 -0.03
H 2.718 2.695 -1.450 -0.02 -0.04 0.02
H 3.269 1.112 -1.927 0.05 -0.02 0.03
H 3.605 3.943 0.325 0.01 0.01 -0.01
H 2.816 6.019 1.357 0.00 -0.01 0.00
H 0.919 5.954 2.963 0.00 -0.01 0.00
H -0.115 3.799 3.530 0.00 0.02 0.01
H 0.039 2.162 4.952 -0.01 0.02 0.02
H 1.494 1.142 4.903 0.03 0.00 -0.01
H -0.102 0.396 5.032 -0.01 -0.02 0.00
H -1.745 2.228 3.233 0.00 0.02 0.00
H -2.012 0.543 2.725 -0.01 0.01 0.02
H -1.639 1.750 1.508 0.00 0.00 0.01
O -2.134 0.098 -2.275 0.10 0.09 -0.01
S -3.112 1.058 -1.790 -0.02 -0.07 0.02
O -4.478 0.696 -2.150 -0.21 -0.07 -0.05
O -2.974 1.425 -0.391 0.02 0.00 -0.04
C -2.825 2.603 -2.710 0.02 -0.10 0.22
C -3.929 3.059 -3.421 -0.11 0.03 -0.02
C -3.928 4.277 -4.083 0.02 -0.02 0.02
C -2.798 5.072 -4.026 0.03 0.01 0.00
C -1.682 4.619 -3.340 0.03 0.02 -0.12
C -1.662 3.386 -2.692 0.10 0.13 -0.14
S -0.066 2.979 -1.930 -0.12 0.27 0.25
O 0.368 1.708 -2.467 0.09 -0.24 -0.54
O 0.795 4.098 -2.298 0.05 0.01 0.01
O -0.319 2.905 -0.491 -0.09 0.06 0.14
H -4.806 2.428 -3.420 -0.02 0.00 -0.01
H -4.811 4.598 -4.625 0.00 0.01 0.00
H -2.771 6.039 -4.516 -0.01 0.00 -0.01
H -0.782 5.216 -3.310 0.01 -0.02 0.03
C 0.975 -4.877 1.709 0.04 0.11 0.19
Si 0.677 -3.009 1.851 0.10 0.11 -0.06
C -0.526 -2.762 3.283 0.06 -0.07 0.01
C 2.350 -2.279 2.313 -0.08 -0.11 0.12
As -0.146 -1.795 0.030 -0.25 -0.30 -0.22
Si -2.237 -2.886 -0.297 0.14 0.24 0.00
C -2.772 -2.941 -2.093 0.00 -0.23 0.14
C -2.299 -4.690 0.288 -0.07 0.00 -0.01
C -3.452 -1.939 0.770 -0.04 -0.20 0.05
Si 1.054 -2.672 -1.790 -0.04 0.15 0.08
C 0.457 -1.781 -3.325 0.09 -0.14 -0.04
C 2.885 -2.291 -1.550 -0.06 -0.11 -0.07
C 0.926 -4.548 -2.055 0.07 0.10 -0.09
H 1.291 -5.202 2.707 0.02 -0.10 -0.02
H 1.784 -5.107 1.016 0.04 0.03 -0.06
H 0.100 -5.458 1.424 -0.05 0.04 -0.02
H -0.028 -2.974 4.234 -0.01 -0.01 0.02
H -1.387 -3.428 3.195 -0.04 -0.02 -0.01
H -0.895 -1.736 3.313 0.03 0.06 -0.03
H 2.596 -2.543 3.348 0.03 0.01 0.00
H 2.332 -1.193 2.221 -0.06 0.02 -0.02
H 3.141 -2.668 1.669 0.04 -0.01 -0.05
H -2.226 -3.719 -2.635 0.00 0.01 -0.01
H -2.650 -1.983 -2.588 0.02 0.14 0.01
H -3.835 -3.204 -2.098 -0.02 -0.01 -0.06
H -1.539 -5.318 -0.179 0.02 0.03 -0.03
H -3.279 -5.090 0.008 -0.04 -0.04 0.01
H -2.201 -4.780 1.370 0.03 0.00 0.05
H -3.374 -0.863 0.620 0.04 0.13 -0.12
H -3.252 -2.155 1.825 -0.02 0.02 -0.01
H -4.477 -2.248 0.543 -0.01 0.02 0.03
H 0.149 -0.760 -3.095 0.00 0.11 0.07
H -0.395 -2.288 -3.780 -0.04 -0.01 0.00
H 1.270 -1.746 -4.059 -0.03 0.00 -0.02
H 3.041 -1.216 -1.456 -0.05 0.04 0.01
H 3.441 -2.652 -2.422 0.04 0.02 0.00
H 3.298 -2.769 -0.660 0.00 -0.04 0.03
H -0.101 -4.912 -2.014 -0.05 0.04 0.00
H 1.512 -5.102 -1.321 0.00 -0.01 0.05
H 1.322 -4.779 -3.049 0.02 -0.05 -0.02
```
Positions in Å, forces in eV/Å.

Quick look at the Mulliken charges, all values in e: Pd 2.14; C -1.85; P 1.86; C -1.42; C 0.06; C -0.29; C -0.81; C -0.94; C -0.58; C -0.09; P 1.29; C -1.83; C -1.13; H 0.46; H 0.43; H 0.30; H 0.49; H 0.30; H 0.33; H 0.25; H 0.35; H 0.34; H 0.13; H 0.42; H 0.37; H 0.43; H 0.46; H 0.29; H 0.15; O -0.55; S 1.21; O -0.84; O -0.73; C -0.59; C -0.59; C -0.50; C -0.54; C -0.51; C -0.31; S 1.12; O -0.64; O -0.79; O -0.63; H 0.52; H 0.35; H 0.35; H 0.51; C -1.18; Si 0.39; C -0.90; C -0.74; As -0.05; Si 0.56; C -0.80; C -1.27; C -0.87; Si 0.18; C -0.89; C -0.90; C -1.08; H 0.34; H 0.25; H 0.30; H 0.41; H 0.30; H 0.05; H 0.48; H -0.28; H 0.32; H 0.28; H 0.10; H 0.40; H 0.25; H 0.38; H 0.26; H 0.06; H 0.28; H 0.39; H 0.06; H 0.31; H 0.48; H -0.08; H 0.45; H 0.21; H 0.21; H 0.25; H 0.39